Formula: C4H26O9
Source: OMol25
Level of theory: ωB97M-V with the def2-TZVPD basis set

Values from the calculation:
E: -22994.2423 eV
frontier orbital gap: 0.3789 Eh
ΔE to the lowest compared entry with this formula, charge and spin: 4.590 eV
molar mass: 218.2 u
SMILES: CO.CO.CO.CO.O.O.O.O.O
LUMO: 0.1 eV

The geometry in ORCA input format:
```
! RIJCOSX wB97M-V def2-TZVPD def2/J DEFGRID3
* xyz 0 1
C -35.90 35.16 -19.63
O -35.90 35.25 -18.22
H -35.55 36.08 -20.11
H -35.26 34.36 -20.01
H -36.85 34.92 -20.11
H -36.67 35.72 -17.89
C -42.73 35.40 -19.40
O -42.94 35.38 -20.80
H -43.62 35.09 -18.85
H -41.93 34.69 -19.17
H -42.51 36.41 -19.06
H -42.06 35.63 -21.09
C -35.40 41.64 -16.14
O -34.12 41.38 -15.55
H -35.55 41.67 -17.22
H -36.02 40.80 -15.84
H -35.78 42.56 -15.70
H -34.27 40.76 -14.83
C -45.20 35.26 -12.18
O -44.37 34.14 -12.40
H -45.45 35.69 -13.15
H -46.13 34.91 -11.74
H -44.82 36.03 -11.50
H -44.97 33.40 -12.50
O -38.64 37.82 -9.60
H -38.83 38.35 -8.83
H -38.87 36.93 -9.34
O -39.51 36.33 -14.21
H -39.57 36.89 -13.44
H -40.33 35.85 -14.24
O -35.79 31.86 -13.76
H -35.37 32.51 -13.20
H -36.04 32.34 -14.54
O -34.39 38.50 -11.48
H -35.29 38.42 -11.17
H -33.93 37.76 -11.07
O -40.52 33.57 -8.79
H -41.19 33.60 -9.48
H -40.98 33.24 -8.02
*
```